Record 1
{"formula": "C6H9CuO4P", "method": "ωB97M-V/def2-TZVPD", "e_homo_ev": [-19.26, -19.13], "spin_multiplicity": 2, "orbital_gap_ev": [10.1771, 6.3386], "relative_energy_kcal_mol": 0.0, "e_tot_ev": -68468.0667, "total_charge": 2, "elements": ["Cu", "P", "O", "O", "O", "O", "C", "C", "C", "C", "C", "C", "H", "H", "H", "H", "H", "H", "H", "H", "H"], "coordinates": [[-0.3402, 0.0985, -2.1410], [-0.1472, 0.1452, 1.1198], [-0.0591, 1.8397, -4.5332], [-0.7838, 0.3713, -0.2462], [-2.5293, -1.4095, -3.5886], [2.2323, -1.0889, -3.1881], [-1.6551, -0.9477, -3.0006], [1.2983, -0.7312, -2.6218], [-0.1946, 1.3374, -3.5069], [-1.3048, 0.2523, 2.5052], [1.1427, 1.3817, 1.4128], [0.5832, -1.5049, 1.2434], [1.6474, -1.4233, 0.9748], [0.6842, 2.3757, 1.2784], [-0.8876, -0.2644, 3.3852], [1.5645, 1.3027, 2.4294], [-2.2481, -0.2144, 2.1845], [0.0634, -2.2035, 0.5711], [1.9421, 1.2069, 0.6724], [0.4683, -1.8313, 2.2901], [-1.4766, 1.3075, 2.7594]], "forces_ev_per_a": [[-0.7, 0.9, 3.6], [1.2, -0.1, 3.7], [-0.6, -1.8, 4.3], [-0.3, -0.3, -3.2], [3.7, 1.7, 2.4], [-3.6, 1.3, 2.3], [-5.6, -2.8, -3.0], [5.6, -2.1, -2.5], [0.7, 3.3, -5.9], [-0.2, 0.3, -0.6], [-0.1, -0.1, -0.5], [0.1, 0.0, -0.4], [-0.3, -0.3, 0.1], [0.3, -0.3, 0.1], [-0.1, 0.2, -0.4], [-0.3, -0.1, -0.4], [0.2, 0.1, 0.3], [0.2, 0.1, 0.3], [-0.2, 0.3, 0.3], [0.2, 0.0, -0.5], [-0.1, -0.3, -0.1]]}

---

Record 2
{"formula": "C6H9F", "method": "ωB97M-V/def2-TZVPD", "e_homo_ev": [-7.25, -8.31], "orbital_gap_ev": [7.6825, 7.9033], "relative_energy_kcal_mol": 104.7, "e_tot_ev": -9080.1537, "total_charge": 0, "elements": ["F", "C", "C", "C", "C", "C", "C", "H", "H", "H", "H", "H", "H", "H", "H", "H"], "coordinates": [[-0.5056, 0.6029, 1.4773], [0.0921, -2.3426, 1.2842], [0.3295, -1.3973, 0.3734], [1.0111, 0.8551, -0.3116], [0.2251, 0.0172, 0.5561], [1.0832, 2.1943, -0.0733], [-1.7468, 0.2264, -1.2628], [-0.4723, -2.0281, 2.2231], [0.5423, 2.7502, 0.6190], [-1.8447, 0.9091, -0.4909], [1.6503, 0.4973, -0.9905], [0.3931, -3.4041, 1.1976], [-1.7212, 0.5920, -2.2691], [1.7037, 2.9289, -0.5524], [1.0358, -1.5303, -0.4812], [-1.7753, -0.8712, -1.2988]], "forces_ev_per_a": [[-0.3, -0.1, 0.7], [-1.3, -0.5, 1.7], [1.9, 0.9, -0.1], [-2.2, 3.2, 4.0], [0.9, -0.5, -2.6], [0.6, -0.3, -0.9], [0.1, -2.0, -2.2], [0.8, -0.7, -1.3], [-1.4, 0.1, 1.5], [-0.4, 0.6, 1.5], [2.0, -1.9, -2.5], [-0.3, 0.9, -0.1], [0.2, 0.6, -0.3], [0.6, -0.5, -0.9], [-1.0, -0.6, 0.6], [-0.2, 0.7, 1.0]]}

---

Record 3
{"formula": "C6H9F2N2", "method": "ωB97M-V/def2-TZVPD", "e_homo_ev": -14.08, "orbital_gap_ev": 8.6098, "relative_energy_kcal_mol": 79.4, "e_tot_ev": -14771.8098, "total_charge": 1, "elements": ["F", "F", "N", "N", "C", "C", "C", "C", "C", "C", "H", "H", "H", "H", "H", "H", "H", "H", "H"], "coordinates": [[0.6756, 1.9680, 0.0998], [4.0290, -0.2338, -1.4387], [3.3523, -1.1007, 1.1896], [1.9870, 0.3485, -0.6921], [0.7951, 0.7051, -0.2816], [3.0781, -0.2085, -0.5470], [-2.1036, 1.3431, 0.4067], [-2.5284, -1.0390, -0.4354], [-0.2765, -0.1433, -0.4498], [-1.6347, 0.1030, -0.1791], [-1.2978, 1.7550, 0.9672], [4.1193, -1.7788, 1.1295], [-3.1502, 1.3774, 0.7628], [0.1605, -1.1183, -0.8805], [-2.2193, -1.7023, -1.0934], [3.5560, -0.3200, 1.8073], [-3.4924, -0.6615, -0.5730], [-2.3527, 2.1636, -0.2937], [-2.6974, -1.4574, 0.5015]], "forces_ev_per_a": [[0.3, -0.9, 0.0], [-0.9, -0.2, 0.8], [-1.4, 1.3, -3.8], [0.8, 0.6, -0.3], [0.4, 0.7, -0.3], [1.0, -1.6, 4.1], [-1.4, 1.2, -0.7], [-0.7, 4.0, 2.3], [-0.4, -1.4, -0.4], [2.0, -1.2, -1.1], [-0.2, 0.5, 1.2], [0.1, 0.7, -0.3], [0.8, -0.9, 1.0], [-1.6, 1.3, 0.8], [1.4, -3.0, -3.1], [0.5, 0.1, -0.2], [-1.7, 0.5, -1.1], [0.9, -0.4, -0.8], [0.1, -1.3, 2.0]]}

---

What did the second record say?
{"formula": "C6H9F", "method": "ωB97M-V/def2-TZVPD", "e_homo_ev": [-7.25, -8.31], "orbital_gap_ev": [7.6825, 7.9033], "relative_energy_kcal_mol": 104.7, "e_tot_ev": -9080.1537, "total_charge": 0, "elements": ["F", "C", "C", "C", "C", "C", "C", "H", "H", "H", "H", "H", "H", "H", "H", "H"], "coordinates": [[-0.5056, 0.6029, 1.4773], [0.0921, -2.3426, 1.2842], [0.3295, -1.3973, 0.3734], [1.0111, 0.8551, -0.3116], [0.2251, 0.0172, 0.5561], [1.0832, 2.1943, -0.0733], [-1.7468, 0.2264, -1.2628], [-0.4723, -2.0281, 2.2231], [0.5423, 2.7502, 0.6190], [-1.8447, 0.9091, -0.4909], [1.6503, 0.4973, -0.9905], [0.3931, -3.4041, 1.1976], [-1.7212, 0.5920, -2.2691], [1.7037, 2.9289, -0.5524], [1.0358, -1.5303, -0.4812], [-1.7753, -0.8712, -1.2988]], "forces_ev_per_a": [[-0.3, -0.1, 0.7], [-1.3, -0.5, 1.7], [1.9, 0.9, -0.1], [-2.2, 3.2, 4.0], [0.9, -0.5, -2.6], [0.6, -0.3, -0.9], [0.1, -2.0, -2.2], [0.8, -0.7, -1.3], [-1.4, 0.1, 1.5], [-0.4, 0.6, 1.5], [2.0, -1.9, -2.5], [-0.3, 0.9, -0.1], [0.2, 0.6, -0.3], [0.6, -0.5, -0.9], [-1.0, -0.6, 0.6], [-0.2, 0.7, 1.0]]}